Record 1
ORCA calculation (ωB97M-V/def2-TZVPD) on C38H56N3OP4PbSe as an isolated structure.

Each line ends with the Löwdin charge.
Element x y z (Å)
Pb  -0.607  1.030  1.020  0.7112
C  -4.693  2.751  3.551  -0.2971
P  -3.069  1.926  3.341  0.7627
C  -1.942  3.353  3.620  -0.3161
C  -2.921  1.096  4.989  -0.4375
C  -1.529  0.501  5.242  -0.4236
P  -0.917  -0.461  3.794  0.7420
C  -2.192  -1.763  3.667  -0.2843
C  0.470  -1.406  4.528  -0.2696
H  -4.733  3.342  4.468  0.0444
H  -5.481  1.997  3.582  0.0390
H  -4.889  3.402  2.699  0.0331
H  -2.158  3.863  4.561  0.0504
H  -2.047  4.067  2.801  0.0351
H  -0.904  3.015  3.635  0.0067
H  -3.669  0.299  5.014  0.0736
H  -3.184  1.805  5.778  0.0844
H  -1.540  -0.138  6.129  0.0864
H  -0.808  1.301  5.433  0.0733
H  -2.381  -2.228  4.637  0.0566
H  -1.840  -2.520  2.965  0.0220
H  -3.119  -1.346  3.276  0.0257
H  0.145  -1.977  5.400  0.0533
H  1.267  -0.725  4.832  0.0404
H  0.871  -2.101  3.789  0.0346
C  1.561  3.361  -2.056  -0.2479
P  0.841  1.746  -1.572  0.8162
C  2.307  0.669  -1.645  -0.2675
C  -0.159  1.321  -3.046  -0.3763
C  0.460  0.997  -4.251  -0.0972
C  -0.286  0.691  -5.377  -0.0628
C  -1.670  0.720  -5.310  -0.0648
C  -2.300  1.054  -4.121  -0.0838
C  -1.560  1.358  -2.981  -0.3741
P  -2.376  1.778  -1.398  0.8018
C  -2.230  3.609  -1.358  -0.2647
C  -4.163  1.623  -1.735  -0.2567
H  2.101  3.272  -3.000  0.0501
H  2.254  3.695  -1.283  0.0408
H  0.780  4.111  -2.172  0.0327
H  2.805  0.681  -2.616  0.0413
H  2.022  -0.350  -1.389  0.0030
H  3.018  1.012  -0.891  0.0453
H  1.542  0.980  -4.316  0.0989
H  0.211  0.435  -6.304  0.1118
H  -2.262  0.479  -6.183  0.1118
H  -3.381  1.063  -4.087  0.0965
H  -2.520  4.054  -2.311  0.0563
H  -1.209  3.908  -1.120  0.0096
H  -2.883  3.993  -0.572  0.0418
H  -4.486  2.273  -2.549  0.0525
H  -4.692  1.915  -0.826  0.0481
H  -4.418  0.590  -1.964  0.0215
C  5.490  -1.011  -3.290  -0.0469
C  5.007  -1.506  -1.954  -0.2891
C  5.632  -1.129  -0.772  -0.0336
C  5.215  -1.609  0.462  -0.0165
C  4.124  -2.466  0.536  -0.2420
N  3.636  -3.026  1.746  0.1410
C  3.939  -2.727  3.050  -0.5295
O  3.889  -3.559  3.929  0.0894
N  4.269  -1.404  3.357  0.1368
C  3.667  -0.231  2.887  -0.2248
C  4.212  0.996  3.255  0.0121
C  3.596  2.166  2.854  -0.0369
C  2.439  2.081  2.099  -0.1695
N  1.919  0.910  1.735  -0.0734
C  2.516  -0.221  2.100  -0.1105
C  3.482  -2.845  -0.638  -0.0305
C  3.930  -2.382  -1.863  -0.0542
H  6.038  -0.074  -3.192  0.0785
H  4.657  -0.853  -3.976  0.0722
H  6.160  -1.737  -3.756  0.0875
H  6.484  -0.459  -0.810  0.1167
H  5.757  -1.328  1.353  0.1110
H  3.299  -3.975  1.671  0.1577
H  4.649  -1.348  4.291  0.1555
H  5.115  1.023  3.853  0.1269
H  4.002  3.130  3.127  0.1142
H  1.903  2.970  1.783  0.1018
H  2.059  -1.140  1.760  0.0650
H  2.626  -3.508  -0.586  0.1133
H  3.421  -2.698  -2.765  0.1155
C  -4.216  -2.363  -4.575  -0.0368
C  -3.289  -2.175  -3.406  -0.2708
C  -3.771  -1.853  -2.145  -0.0378
C  -2.926  -1.643  -1.059  -0.3267
C  -3.536  -1.341  0.281  -0.0960
C  -1.541  -1.756  -1.247  -0.5071
Se  -0.359  -1.562  0.275  0.5871
C  -1.032  -2.116  -2.502  -0.2877
C  0.427  -2.362  -2.778  -0.0726
C  -1.919  -2.312  -3.556  -0.0217
H  -5.253  -2.442  -4.251  0.0788
H  -3.965  -3.262  -5.138  0.0845
H  -4.144  -1.517  -5.265  0.0739
H  -4.843  -1.782  -1.991  0.1184
H  -4.624  -1.329  0.211  0.0857
H  -3.214  -0.371  0.673  0.0144
H  -3.244  -2.091  1.019  0.0595
H  1.031  -2.235  -1.887  -0.0147
H  0.794  -1.680  -3.549  0.0750
H  0.571  -3.381  -3.144  0.0957
H  -1.514  -2.589  -4.525  0.1299

E = -5680.744302 Eh
Kohn-Sham gap = 7.91 eV
relative energy (zero: lowest compared OMol25 entry of this formula, charge and spin) = 0.000 eV
total charge = +1
HOMO = -9.94 eV

Record 2
ORCA calculation (ωB97M-V/def2-TZVPD) on C25H18F3N2NaO4SSi as an isolated structure.

Each line ends with the Löwdin charge.
Element x y z (Å)
Na  0.847  -0.598  0.899  0.1676
O  -0.224  -2.230  2.062  0.0032
C  0.175  -2.757  3.082  -0.2123
C  1.545  -2.894  3.536  -0.1129
C  1.729  -3.560  4.740  0.0299
C  2.996  -3.771  5.255  -0.1923
C  4.130  -3.297  4.557  -0.0220
C  3.979  -2.645  3.377  -0.0028
C  2.682  -2.405  2.771  -0.3680
O  2.584  -1.831  1.673  -0.0222
N  3.156  -4.473  6.484  -0.3840
O  2.156  -4.860  7.086  0.0102
O  4.292  -4.641  6.926  0.0086
H  -0.558  -3.219  3.778  0.1202
H  0.870  -3.926  5.287  0.1162
H  5.109  -3.464  4.985  0.1064
H  4.836  -2.269  2.833  0.1073
F  1.781  5.856  -0.896  0.0753
C  1.859  4.890  0.072  -0.5935
F  0.784  5.076  0.838  0.0994
F  2.940  5.247  0.822  0.0994
C  2.007  3.529  -0.535  -0.1609
C  2.567  3.473  -1.800  -0.0396
C  2.731  2.257  -2.440  -0.0827
C  2.295  1.131  -1.755  -0.1549
N  1.795  1.155  -0.537  0.0085
C  1.650  2.326  0.137  -0.7570
S  1.066  2.221  1.750  0.5343
H  2.849  4.393  -2.296  0.1112
H  3.141  2.185  -3.437  0.0838
H  2.338  0.150  -2.221  0.1049
C  -1.347  3.919  -3.454  -0.1335
C  -1.159  3.837  -2.079  -0.1102
C  -1.329  2.629  -1.420  -0.1399
C  -1.686  1.452  -2.092  -0.3632
C  -1.859  1.564  -3.474  -0.1308
C  -1.703  2.770  -4.147  -0.1324
Si  -1.679  -0.192  -1.073  0.6795
C  -3.237  -1.149  -1.733  -0.3704
C  -3.382  -1.604  -3.049  -0.1443
C  -4.461  -2.376  -3.461  -0.1325
C  -5.440  -2.753  -2.553  -0.1463
C  -5.313  -2.340  -1.232  -0.1302
C  -4.239  -1.555  -0.842  -0.1452
H  -1.209  4.860  -3.974  0.0801
H  -0.868  4.716  -1.514  0.0893
H  -1.166  2.596  -0.346  0.0714
H  -2.128  0.691  -4.060  0.0671
H  -1.854  2.806  -5.221  0.0812
H  -2.390  0.368  0.148  -0.0694
H  -2.616  -1.372  -3.784  0.0769
H  -4.526  -2.693  -4.498  0.0832
H  -6.282  -3.361  -2.865  0.0777
H  -6.062  -2.627  -0.500  0.0838
H  -4.174  -1.233  0.192  0.0769

E = -2523.583920 Eh
Kohn-Sham gap = 4.92 eV
relative energy (zero: lowest compared OMol25 entry of this formula, charge and spin) = 0.000 eV
total charge = -2
HOMO = -0.97 eV

Record 3
ORCA calculation (ωB97M-V/def2-TZVPD) on a 2-piece molecular cluster, C3H9NO2 overall.

Each line ends with the Löwdin charge.
Element x y z (Å)
N  -0.306  1.904  -1.766  0.0724
C  -0.671  0.634  -1.174  -0.6004
O  -0.955  0.687  0.171  -0.1360
O  0.418  -0.264  -1.353  -0.0315
H  0.402  2.346  -1.186  0.0821
H  -1.112  2.518  -1.795  0.0747
H  -1.552  0.261  -1.725  0.1399
H  -0.641  -0.295  0.795  0.1196
H  0.783  -0.101  -2.231  0.0897
C  0.165  -0.861  1.986  -0.1072
C  1.008  -1.743  1.455  -0.0090
H  0.222  0.250  1.590  0.1171
H  -0.434  -1.072  2.858  0.0720
H  1.612  -1.490  0.597  0.0554
H  1.062  -2.774  1.778  0.0611

SMILES = NC(O)O.C=C
E = -324.848950 Eh
Kohn-Sham gap = 10.68 eV
relative energy (zero: lowest compared OMol25 entry of this formula, charge and spin) = 3.365 eV
HOMO = -9.75 eV

Record 4
ORCA calculation (ωB97M-V/def2-TZVPD) on a 6-piece molecular cluster, C22H35NO18 overall.

Each line ends with the Löwdin charge.
Element x y z (Å)
C  0.520  -1.282  -1.346  -0.1024
O  1.595  -1.191  -0.435  -0.1732
C  2.733  -0.469  -0.861  -0.2002
C  3.188  0.500  0.218  -0.1793
O  2.584  1.763  0.005  -0.1613
C  1.956  2.367  1.129  -0.1875
C  2.169  3.895  1.145  -0.1518
C  2.941  4.436  -0.058  -0.1291
C  2.110  4.546  -1.307  -0.5077
N  2.726  5.323  -2.346  0.0957
O  1.038  4.019  -1.454  0.0968
H  0.686  -0.693  -2.255  0.0869
H  -0.392  -0.908  -0.859  0.0857
H  0.328  -2.317  -1.643  0.0558
H  2.502  0.127  -1.752  0.1215
H  3.548  -1.161  -1.117  0.1191
H  4.281  0.614  0.175  0.1247
H  2.901  0.095  1.194  0.1265
H  0.881  2.154  1.085  0.1253
H  2.353  1.938  2.055  0.1051
H  2.682  4.183  2.065  0.0911
H  1.190  4.385  1.147  0.1154
H  3.305  5.450  0.157  0.1213
H  3.831  3.844  -0.288  0.1251
H  2.430  6.292  -2.254  0.0875
H  2.319  4.993  -3.220  0.0821
O  -0.067  -4.233  -2.862  0.1385
C  0.900  -4.927  -2.799  -0.5676
O  2.161  -4.474  -2.692  0.0697
C  3.025  -5.585  -2.418  -0.0992
C  2.223  -6.752  -2.967  -0.0960
O  0.875  -6.278  -2.828  0.0442
H  3.980  -5.435  -2.912  0.1340
H  3.174  -5.649  -1.340  0.1360
H  2.419  -6.937  -4.024  0.1358
H  2.345  -7.673  -2.406  0.1350
O  2.348  3.269  4.360  0.1523
C  1.858  4.163  4.974  -0.5674
O  1.982  5.470  4.652  0.0583
C  1.075  6.225  5.468  -0.1063
C  0.876  5.306  6.657  -0.1186
O  1.106  4.015  6.082  0.0597
H  1.519  7.184  5.720  0.1300
H  0.150  6.375  4.913  0.1236
H  1.618  5.462  7.443  0.1325
H  -0.123  5.348  7.075  0.1133
O  -5.912  -0.304  -4.266  0.1687
C  -4.798  -0.587  -3.976  -0.5730
O  -4.420  -1.762  -3.415  0.0553
C  -2.991  -1.832  -3.421  -0.1185
C  -2.602  -0.364  -3.480  -0.1158
O  -3.722  0.214  -4.157  0.0609
H  -2.637  -2.344  -2.530  0.1276
H  -2.669  -2.382  -4.307  0.1267
H  -2.518  0.091  -2.492  0.1311
H  -1.690  -0.182  -4.041  0.1311
O  -2.819  -9.087  -6.023  0.1639
C  -2.654  -7.998  -5.580  -0.5750
O  -2.363  -6.901  -6.322  0.0573
C  -2.457  -5.747  -5.481  -0.1145
C  -2.236  -6.338  -4.103  -0.1117
O  -2.724  -7.676  -4.269  0.0643
H  -1.704  -5.017  -5.768  0.1282
H  -3.451  -5.310  -5.597  0.1324
H  -1.186  -6.370  -3.830  0.0979
H  -2.793  -5.831  -3.320  0.1353
O  -1.868  4.709  5.348  0.1656
C  -2.442  3.861  5.953  -0.5617
O  -2.010  3.328  7.117  0.0536
C  -3.051  2.505  7.656  -0.1065
C  -3.861  2.168  6.416  -0.1068
O  -3.609  3.300  5.577  0.0701
H  -2.616  1.640  8.147  0.1330
H  -3.621  3.091  8.378  0.1327
H  -3.497  1.272  5.911  0.1345
H  -4.928  2.078  6.598  0.1324

SMILES = COCCOCCCC(N)=O.O=C1OCCO1.O=C1OCCO1.O=C1OCCO1.O=C1OCCO1.O=C1OCCO1
E = -2268.386557 Eh
Kohn-Sham gap = 9.36 eV
HOMO = -9.04 eV